w:
Density functional theory data (the ωB97M-V functional and the def2-TZVPD basis) for a molecular structure, C18H36Br18.

Calculated values
spin multiplicity: 1
total charge: 0

Positions of all 72 atoms, in Å:
Br1 -11.16721 -20.47660 2.54797
C1 -11.93927 -20.84381 0.77024
C2 -11.17787 -20.00655 -0.14668
Br2 -11.68774 -20.31055 -1.98032
H1 -13.02965 -20.49492 0.98137
H2 -11.91057 -21.88475 0.54965
H3 -10.12135 -20.18251 -0.04458
H4 -11.36745 -18.92016 -0.03198
Br3 -7.91088 -13.02536 -4.07509
C3 -6.26729 -14.04261 -3.70587
C4 -6.56295 -15.47640 -3.61032
Br4 -4.97010 -16.30970 -2.82184
H5 -5.87635 -13.72647 -2.74839
H6 -5.55772 -13.82724 -4.55772
H7 -6.69745 -15.89412 -4.64879
H8 -7.27766 -15.74007 -2.86547
Br5 -9.48855 -13.97739 -7.95511
C5 -8.74458 -15.44688 -8.94395
C6 -9.91897 -16.27006 -9.38520
Br6 -9.27152 -17.96897 -10.23027
H9 -8.20036 -16.02896 -8.24222
H10 -8.17539 -15.01220 -9.78197
H11 -10.47821 -15.80190 -10.18587
H12 -10.51739 -16.58470 -8.55379
Br7 -4.70146 -20.49801 -5.31783
C7 -3.61749 -21.55465 -4.01282
C8 -2.71558 -22.50113 -4.71853
Br8 -1.20650 -21.56246 -5.67417
H13 -4.34432 -22.12841 -3.38832
H14 -2.98833 -20.88723 -3.44595
H15 -3.23720 -23.27393 -5.38183
H16 -2.13081 -23.14898 -4.07682
Br9 -12.41774 -14.41987 -2.44096
C9 -11.48957 -16.05510 -3.00188
C10 -12.03217 -16.55360 -4.28923
Br10 -11.22112 -15.50753 -5.75432
H17 -11.63061 -16.77270 -2.17551
H18 -10.41573 -15.80265 -2.97015
H19 -13.10339 -16.46233 -4.34489
H20 -11.84347 -17.63148 -4.38623
Br11 -8.15773 -18.50721 -1.44129
C11 -7.91482 -18.98855 -3.33147
C12 -8.90251 -18.28319 -4.27772
Br12 -8.17588 -18.59390 -6.04622
H21 -7.84625 -20.04799 -3.46784
H22 -6.89440 -18.73577 -3.64199
H23 -8.90776 -17.22354 -4.12305
H24 -9.90350 -18.83643 -4.13560
Br13 -6.08984 -21.54543 -1.06887
C13 -7.36104 -22.82504 -0.33127
C14 -8.49164 -23.07923 -1.33770
Br14 -9.81049 -24.18711 -0.58375
H25 -7.78696 -22.41056 0.53454
H26 -6.79352 -23.68961 -0.08246
H27 -8.10302 -23.52520 -2.23753
H28 -8.99832 -22.17220 -1.62941
Br15 -10.03469 -22.30788 -5.16781
C15 -8.36644 -22.21049 -6.16235
C16 -7.72239 -23.41336 -6.61792
Br16 -7.37797 -24.74609 -5.21990
H29 -7.76947 -21.68309 -5.42690
H30 -8.62339 -21.60249 -7.00205
H31 -6.73147 -23.21065 -7.00978
H32 -8.19748 -23.86182 -7.54146
Br17 -8.24459 -13.69179 -0.34030
C17 -9.96316 -14.02253 0.66824
C18 -10.05624 -15.51241 0.77698
Br18 -11.89811 -15.79239 1.37484
H33 -10.77654 -13.58025 0.00611
H34 -9.85658 -13.50846 1.56306
H35 -9.30640 -15.96220 1.38825
H36 -9.78088 -16.04226 -0.17424


x:
Density functional theory data (the ωB97M-V functional and the def2-TZVPD basis) for 9 unconnected molecules or ions with the total composition C18H36Br18.

Calculated values
spin multiplicity: 1
SMILES: BrCCBr.BrCCBr.BrCCBr.BrCCBr.BrCCBr.BrCCBr.BrCCBr.BrCCBr.BrCCBr
total charge: 0

Positions of all 72 atoms, in Å:
Br1 -1.04361 -6.02297 1.72750
C1 0.35026 -4.96183 0.89256
C2 -0.02120 -3.47607 0.89099
Br2 -0.34214 -2.74222 2.65047
H1 0.44791 -5.33928 -0.11521
H2 1.26748 -5.08980 1.46509
H3 -0.94630 -3.31054 0.34180
H4 0.76108 -2.88690 0.42824
Br3 -1.21365 -12.96456 -5.43233
C3 -0.95322 -11.03999 -5.49572
C4 0.19097 -10.62141 -6.44937
Br4 1.73975 -9.94858 -5.49583
H5 -0.81600 -10.72751 -4.46907
H6 -1.89968 -10.60273 -5.81031
H7 -0.13018 -9.82494 -7.10552
H8 0.51188 -11.47330 -7.03012
Br5 -0.03522 -12.59265 -0.22978
C5 0.68317 -12.91567 -2.01288
C6 2.16376 -13.05722 -1.85658
Br6 2.95259 -13.47338 -3.57349
H9 0.40119 -12.05016 -2.61183
H10 0.17393 -13.75866 -2.46251
H11 2.41654 -13.85711 -1.17229
H12 2.61522 -12.14101 -1.49709
Br7 2.86723 -5.83462 -6.49546
C7 4.19318 -6.70425 -5.36598
C8 5.58877 -6.39902 -5.88694
Br8 6.90017 -6.89744 -4.56288
H13 3.96814 -7.76139 -5.44929
H14 4.01579 -6.38817 -4.34908
H15 5.66323 -5.36552 -6.19215
H16 5.79074 -7.04570 -6.73086
Br9 -5.46059 -13.05131 1.21531
C9 -3.66363 -12.49542 1.61261
C10 -3.32933 -11.18873 1.04996
Br10 -4.57423 -9.78535 1.61521
H17 -3.02181 -13.26052 1.17892
H18 -3.46655 -12.53498 2.68478
H19 -3.56761 -11.17638 0.00318
H20 -2.32751 -10.90068 1.31049
Br11 3.10909 -9.78033 0.46713
C11 2.91931 -7.94493 1.05495
C12 4.22803 -7.24413 0.76078
Br12 4.05726 -5.41856 1.37375
H21 2.62696 -7.93613 2.08980
H22 2.13852 -7.51043 0.43261
H23 4.48022 -7.29556 -0.29109
H24 5.05747 -7.69822 1.30024
Br13 -5.14400 -5.33440 2.42792
C13 -4.45137 -4.95965 0.65612
C14 -4.37119 -6.22157 -0.06877
Br14 -3.50658 -5.97365 -1.76748
H25 -3.52656 -4.41589 0.73449
H26 -5.20665 -4.32610 0.19800
H27 -5.32697 -6.73821 -0.19893
H28 -3.81521 -7.01148 0.45687
Br15 -1.87042 -9.57722 -1.54416
C15 -0.16726 -8.67787 -1.63827
C16 -0.17015 -7.60225 -2.71230
Br16 1.54166 -6.67882 -2.66721
H29 0.64226 -9.37951 -1.91165
H30 0.04847 -8.36039 -0.62793
H31 -0.91325 -6.82350 -2.51482
H32 -0.35806 -7.96747 -3.71004
Br17 -0.76117 -5.54368 -6.13497
C17 -0.25606 -4.13022 -4.88779
C18 -1.29431 -4.09800 -3.82699
Br18 -0.94821 -2.55832 -2.70049
H33 -0.24024 -3.21938 -5.46670
H34 0.70146 -4.44899 -4.52096
H35 -1.19094 -4.94686 -3.14929
H36 -2.32933 -4.06278 -4.12568


y:
Density functional theory data (the ωB97M-V functional and the def2-TZVPD basis) for 9 unconnected molecules or ions with the total composition C18H36Br18.

Calculated values
spin multiplicity: 1
SMILES: BrCCBr.BrCCBr.BrCCBr.BrCCBr.BrCCBr.BrCCBr.BrCCBr.BrCCBr.BrCCBr
total charge: 0

Positions of all 72 atoms, in Å:
Br1 -4.35767 0.93326 5.62152
C1 -3.71263 1.22907 3.75505
C2 -4.08598 2.69810 3.29137
Br2 -3.22239 3.02252 1.54403
H1 -4.17280 0.47224 3.11980
H2 -2.66402 0.96688 3.61442
H3 -3.74528 3.40550 4.04742
H4 -5.16708 2.83415 3.26290
Br3 -0.17716 7.63408 0.97086
C3 -0.70545 5.79241 1.00132
C4 0.34352 5.01663 0.12900
Br4 -0.05389 3.10814 0.12586
H5 -1.68894 5.58698 0.57864
H6 -0.59427 5.46322 2.03446
H7 1.37270 5.10909 0.47589
H8 0.39130 5.24275 -0.93622
Br5 0.61313 -2.64756 -6.36721
C5 1.70260 -1.88552 -4.76422
C6 0.98371 -2.51546 -3.50218
Br6 -0.84353 -1.68338 -3.19765
H9 1.74846 -0.79693 -4.79534
H10 2.72545 -2.26187 -4.77956
H11 1.58078 -2.32549 -2.61026
H12 0.92973 -3.59164 -3.66659
Br7 -4.20977 0.23294 -0.66902
C7 -3.16048 1.39208 -1.89321
C8 -4.06275 1.64959 -3.09055
Br8 -2.89722 2.56738 -4.32521
H13 -2.25716 0.82321 -2.11344
H14 -2.83477 2.31983 -1.42278
H15 -4.90831 2.29320 -2.84789
H16 -4.33220 0.72019 -3.59226
Br9 1.33629 -8.52974 -1.52197
C9 1.67256 -6.95828 -0.50258
C10 1.73127 -5.76319 -1.43202
Br10 2.21784 -4.15607 -0.45878
H17 2.64627 -6.89176 -0.01723
H18 0.85696 -6.83493 0.20993
H19 0.86776 -5.63764 -2.08524
H20 2.61171 -5.97389 -2.03910
Br11 -0.72459 -5.50065 3.13106
C11 -1.22092 -3.93560 4.16004
C12 -2.72711 -3.95456 4.52637
Br12 -2.87168 -2.71567 6.09010
H21 -1.07898 -3.08807 3.48949
H22 -0.57699 -3.81296 5.03091
H23 -2.93598 -4.93589 4.95235
H24 -3.50508 -3.71096 3.80282
Br13 5.40019 3.54514 0.52170
C13 3.76769 2.58143 1.00274
C14 3.59546 2.65056 2.57852
Br14 1.85014 1.78604 3.09769
H25 3.75629 1.55092 0.64774
H26 2.91963 3.10650 0.56322
H27 3.48195 3.71421 2.78799
H28 4.41301 2.27540 3.19412
Br15 1.73852 -0.37411 -0.30828
C15 0.24159 -1.38967 0.57579
C16 -1.06215 -0.53432 0.64034
Br16 -2.41615 -1.25485 1.91548
H29 0.57106 -1.57924 1.59737
H30 0.19194 -2.30756 -0.00998
H31 -1.56823 -0.57985 -0.32398
H32 -0.86418 0.49836 0.92753
Br17 1.17508 1.74954 -3.71362
C17 2.85116 1.79748 -2.67576
C18 4.01683 2.34014 -3.50998
Br18 4.49954 0.98699 -4.95982
H33 3.11854 0.80963 -2.30060
H34 2.74163 2.47975 -1.83278
H35 4.82836 2.41633 -2.78630
H36 3.91523 3.32563 -3.96448


According to the calculations, the structures order from most to least stable as x, w, y.


w:
Density functional theory data (the ωB97M-V functional and the def2-TZVPD basis) for 2 unconnected molecules or ions with the total composition C2H5FO2.

Calculated values
spin multiplicity: 1
total charge: 0

Positions of all 10 atoms, in Å:
C1 -2.20652 -0.01077 -0.24317
C2 2.75703 0.19697 0.28664
O1 -0.85835 0.13817 -0.22366
O2 -0.27241 -0.99543 0.13758
F1 3.73031 -0.19932 -0.50706
H1 -2.52812 0.02303 -1.23573
H2 -2.72487 0.95836 0.16461
H3 -2.48619 -0.76559 0.52664
H4 2.31490 1.19783 0.10029
H5 2.27423 -0.54324 0.99386


x:
Density functional theory data (the ωB97M-V functional and the def2-TZVPD basis) for 2 unconnected molecules or ions with the total composition C2H5FO2.

Calculated values
spin multiplicity: 1
total charge: 0

Positions of all 10 atoms, in Å:
C1 -0.89941 -0.54487 0.40267
C2 1.32695 -0.16992 -0.51766
O1 -1.70404 -0.40961 -0.71600
O2 1.77258 1.10728 -0.13356
F1 2.24529 -1.04108 -0.01072
H1 -0.94013 -1.36502 0.96439
H2 -0.75903 0.35242 0.93993
H3 1.18694 -0.17652 -1.65742
H4 -1.76083 0.42424 -1.11453
H5 2.10785 1.12621 0.79624


According to the calculations, the structures order from most to least stable as x, w.


w:
Density functional theory data (the ωB97M-V functional and the def2-TZVPD basis) for 2 unconnected molecules or ions with the total composition C9H14O.

Calculated values
<S²>: 0.76
spin multiplicity: 2
total charge: -1

Positions of all 24 atoms, in Å:
C1 3.14735 0.24122 -1.03352
C2 2.47400 -0.49591 -2.16522
H1 3.76193 -0.18674 -0.22925
H2 3.70318 1.06352 -1.49996
H3 2.39664 0.77120 -0.41184
H4 1.37346 -0.38152 -2.25740
H5 2.27852 -1.55916 -2.08188
H6 2.89761 -0.33781 -3.15000
C3 -2.14810 -2.31209 0.71916
C4 -0.83551 1.84016 0.76760
C5 -1.85427 1.40572 1.61104
C6 -0.45739 0.94424 -0.25436
C7 -1.98802 -0.01521 1.76530
C8 -0.77571 -0.44228 -0.28586
C9 -1.68677 -0.88478 0.67868
O1 -0.30821 3.10403 0.81428
H7 -2.32572 2.05640 2.34322
H8 -0.37286 3.33081 1.73812
H9 0.18918 1.44610 -1.00457
H10 -2.39837 -0.49149 2.65068
H11 -0.40983 -1.16208 -1.01207
H12 -3.05017 -2.45129 1.31265
H13 -1.30921 -2.81381 1.26672
H14 -2.30174 -2.66924 -0.28153


x:
Density functional theory data (the ωB97M-V functional and the def2-TZVPD basis) for 2 unconnected molecules or ions with the total composition C9H14O.

Calculated values
<S²>: 0.76
spin multiplicity: 2
total charge: -1

Positions of all 24 atoms, in Å:
C1 2.75415 0.38160 1.87911
C2 1.36728 1.01611 1.73543
H1 3.39808 1.14625 2.33984
H2 2.84246 -0.58312 2.37439
H3 3.19995 0.38079 0.87671
H4 0.91878 1.22318 2.70424
H5 0.57686 0.42406 1.27105
H6 1.49530 1.93128 1.17229
C3 1.23131 -0.85200 -1.80825
C4 -2.71876 0.09852 -0.33829
C5 -2.40220 -1.22035 -0.57109
C6 -1.78236 1.12019 -0.50918
C7 -1.06750 -1.58155 -0.97874
C8 -0.48910 0.74682 -1.01925
C9 -0.15411 -0.56563 -1.28961
O1 -3.96442 0.45775 0.16742
H7 -3.14545 -2.00213 -0.39591
H8 -4.39519 -0.35325 0.48426
H9 -1.97896 2.10986 -0.12272
H10 -0.68297 -2.58811 -0.83037
H11 0.25330 1.51452 -1.23262
H12 1.86805 0.03753 -1.79263
H13 1.14473 -1.17322 -2.84451
H14 1.73077 -1.66910 -1.27155


According to the calculations, the structures order from most to least stable as x, w.


w:
Density functional theory data (the ωB97M-V functional and the def2-TZVPD basis) for 2 unconnected molecules or ions with the total composition C9H14O.

Calculated values
<S²>: 0.76
spin multiplicity: 2
total charge: -1

Positions of all 24 atoms, in Å:
C1 -2.53507 0.67914 1.50717
C2 -1.22804 0.29030 2.14496
H1 -3.05682 1.44453 2.10809
H2 -2.48766 1.07952 0.49598
H3 -3.15505 -0.22536 1.55998
H4 -0.55673 0.09492 1.26632
H5 -1.29223 -0.62542 2.69107
H6 -0.78655 1.01695 2.71574
C3 1.13821 1.97598 -1.96801
C4 1.60290 -0.85643 0.47961
C5 0.76549 -1.86906 -0.10307
C6 1.66714 0.39278 -0.09968
C7 1.08492 0.62108 -1.34517
C8 0.05960 -1.58655 -1.27012
C9 0.26788 -0.33690 -1.89181
O1 0.92765 -3.08378 0.52745
H7 2.12316 -1.08400 1.28842
H8 2.16656 1.18631 0.43032
H9 -0.66918 -2.35818 -1.61046
H10 0.33327 -3.69377 0.12374
H11 1.66773 2.55541 -1.20221
H12 0.21518 2.50828 -2.14668
H13 -0.08617 -0.13266 -2.86668
H14 1.83382 2.00690 -2.83496


x:
Density functional theory data (the ωB97M-V functional and the def2-TZVPD basis) for 2 unconnected molecules or ions with the total composition C9H14O.

Calculated values
<S²>: 0.76
spin multiplicity: 2
total charge: -1

Positions of all 24 atoms, in Å:
C1 -3.57815 0.44638 -0.81455
C2 -2.50463 1.53709 -0.31029
H1 -4.41605 0.59715 -0.22027
H2 -3.87267 0.64836 -1.82143
H3 -3.23737 -0.58532 -0.81248
H4 -2.76708 2.09968 0.65684
H5 -2.08709 2.11946 -1.07958
H6 -1.65210 0.80753 0.13225
C3 2.18870 0.94789 -1.71142
C4 1.11976 -1.58882 1.73094
C5 1.85372 -2.11383 0.63453
C6 0.50752 -0.34413 1.67441
C7 2.24140 -1.10091 -0.27172
C8 0.75430 0.53281 0.52332
C9 1.60107 0.19843 -0.51276
O1 0.95408 -2.51985 2.72470
H7 2.31872 -3.10702 0.70392
H8 0.64622 -1.99408 3.44229
H9 -0.37913 -0.03281 2.25177
H10 2.99560 -1.46576 -0.98822
H11 0.07483 1.39289 0.37245
H12 1.80604 1.92643 -2.17013
H13 2.20334 0.26750 -2.57287
H14 3.22896 1.33092 -1.56171


According to the calculations, the structures order from most to least stable as w, x.